(1)
C16H19N4OPt as an isolated structure, computed with ωB97M-V/def2-TZVPD.

Calculated values
Largest force on an atom, eV/A: 0.59
Highest occupied orbital energy (spin up / spin down), eV: -1.8369 / -3.3883
Lowest unoccupied orbital energy (spin up / spin down), eV: 2.78 / 2.78
Gap between HOMO and LUMO (spin up / spin down), eV: 4.62 / 6.17
Spin multiplicity: 3
Total charge: -1

Element x y z (Å)
Pt: -0.390731 0.885054 -1.308344
O: -0.347096 -1.253792 -1.626467
C: -0.086109 -1.840014 -2.728828
C: -0.734234 -3.077249 -3.032999
C: -0.460405 -3.801561 -4.164896
C: 0.476749 -3.345847 -5.100305
C: 1.105986 -2.143211 -4.854126
C: 0.852345 -1.374114 -3.713983
C: 1.560329 -0.114019 -3.524702
N: 1.370515 0.772851 -2.566806
C: 2.258451 1.799598 -2.760082
C: 3.015776 1.539977 -3.855788
N: 2.571967 0.321462 -4.330652
H: -1.462439 -3.422900 -2.309382
H: -0.983126 -4.736459 -4.339848
H: 0.699848 -3.914899 -5.993399
H: 1.822742 -1.789534 -5.589959
H: 2.262915 2.643963 -2.092121
H: 3.815486 2.081991 -4.328353
H: 2.903002 -0.148727 -5.150970
C: -0.597047 2.807123 -1.049989
H: -1.073859 3.243251 -0.163758
H: -0.506189 3.551983 -1.846822
N: 1.146600 0.011641 1.431502
C: 0.699556 0.294278 2.459228
N: 0.043267 0.702008 3.539959
C: -0.927848 1.783738 3.439999
C: -2.301422 1.291164 3.878955
C: -2.222606 0.655889 5.267784
C: -1.187837 -0.469585 5.286857
C: 0.170604 0.053296 4.830163
H: -0.934654 2.145211 2.412847
H: -0.605355 2.608189 4.090992
H: -2.652367 0.550332 3.155766
H: -3.010263 2.121996 3.869115
H: -3.200981 0.277002 5.570717
H: -1.936788 1.420825 6.000168
H: -1.502829 -1.262273 4.602472
H: -1.101747 -0.907227 6.284739
H: 0.905339 -0.745707 4.750087
H: 0.544461 0.784312 5.561224

Force components x, y, z for each atom (eV/Å):
-0.266 0.184 0.130
-0.189 -0.071 -0.060
0.118 0.065 0.007
0.047 -0.051 0.011
-0.025 0.009 0.005
0.026 -0.009 -0.010
-0.025 0.008 -0.008
-0.070 0.022 0.014
0.084 -0.105 0.116
0.067 0.193 -0.263
0.017 -0.026 -0.038
0.016 -0.015 0.014
-0.020 0.017 -0.025
0.013 -0.004 0.011
0.001 -0.002 0.004
-0.007 0.007 -0.006
-0.015 0.005 -0.010
-0.016 0.007 -0.007
-0.005 0.004 -0.005
0.038 -0.022 0.029
-0.047 -0.155 0.126
-0.052 0.039 -0.042
0.120 -0.012 0.010
0.517 -0.230 0.184
-0.386 0.061 -0.168
0.128 0.127 0.063
-0.053 0.026 -0.032
0.012 -0.028 0.009
0.000 -0.006 -0.027
-0.007 -0.002 -0.008
-0.037 -0.002 -0.008
-0.001 -0.033 -0.023
0.002 0.004 -0.009
-0.008 0.021 -0.018
0.007 0.004 0.010
0.000 -0.002 0.000
-0.001 -0.003 0.006
0.007 -0.015 0.014
0.001 0.021 0.010
-0.009 -0.008 -0.019
0.015 -0.021 0.012

---

(2)
An isolated molecule of C16H19NO2S, computed with ωB97M-V/def2-TZVPD.

Calculated values
Largest force on an atom, eV/A: 0.61
Highest occupied orbital energy, eV: -8.3721
Lowest unoccupied orbital energy, eV: 0.61
Gap between HOMO and LUMO, eV: 8.98
SMILES: CCCOc1ccc(CNC(=O)Cc2cccs2)cc1

Element x y z (Å)
C: -2.903707 3.824253 3.035083
C: -1.496892 3.689908 2.468381
C: -1.374626 4.397394 1.116798
O: -0.068661 4.333750 0.582405
C: 0.367460 3.193015 -0.016736
C: -0.389737 2.046137 -0.237969
C: 0.172451 0.961547 -0.886720
C: 1.489427 0.985158 -1.322975
C: 2.076565 -0.223420 -2.002492
N: 2.069129 -1.377334 -1.123130
C: 1.266693 -2.444494 -1.331351
O: 0.563024 -2.567616 -2.307103
C: 1.373656 -3.499560 -0.220347
C: 0.294424 -4.516515 -0.344183
C: 0.334851 -5.721465 -0.970952
C: -0.901856 -6.405669 -0.937603
C: -1.866014 -5.707192 -0.290385
S: -1.286124 -4.196004 0.289202
C: 2.244372 2.128489 -1.092969
C: 1.693221 3.218718 -0.454089
H: -2.971473 3.328028 3.999680
H: -3.632112 3.372734 2.364909
H: -3.164128 4.871879 3.167457
H: -1.241924 2.634560 2.352756
H: -0.772751 4.131385 3.155795
H: -2.108725 4.001779 0.403886
H: -1.565799 5.467130 1.244250
H: -1.418377 1.983484 0.079761
H: -0.425392 0.078425 -1.059972
H: 3.102287 -0.019884 -2.326008
H: 1.475592 -0.506099 -2.871705
H: 2.583090 -1.296148 -0.260283
H: 2.349088 -3.984427 -0.312722
H: 1.319325 -2.999511 0.749418
H: 1.218998 -6.112195 -1.442475
H: -1.060027 -7.373785 -1.378211
H: -2.887896 -5.978943 -0.115254
H: 3.272193 2.169448 -1.424246
H: 2.270372 4.113041 -0.279904

Force components x, y, z for each atom (eV/Å):
0.225 -0.044 -0.080
-0.004 0.116 -0.264
-0.238 -0.111 0.361
0.249 -0.022 -0.115
0.291 -0.045 -0.136
-0.204 0.199 0.130
0.200 0.038 -0.068
0.051 -0.038 -0.052
-0.053 -0.002 -0.105
0.326 0.304 0.028
0.306 -0.176 0.379
-0.262 -0.071 -0.217
-0.238 0.017 -0.313
-0.275 0.018 0.235
0.118 0.236 0.166
-0.198 -0.072 0.007
-0.053 0.312 0.143
0.357 -0.412 -0.278
-0.148 -0.092 -0.029
-0.219 0.164 0.159
-0.089 -0.012 0.078
-0.138 -0.037 -0.028
-0.098 0.106 0.046
0.062 0.015 0.025
0.056 -0.036 -0.031
0.045 0.058 0.016
-0.056 -0.135 -0.046
-0.098 0.038 0.060
-0.093 -0.111 -0.018
-0.128 0.016 -0.049
0.186 0.042 0.069
-0.118 -0.114 -0.006
-0.021 0.055 0.080
0.149 -0.015 0.001
0.197 -0.021 -0.087
-0.069 -0.159 -0.057
-0.198 -0.121 0.006
0.115 0.000 -0.037
0.066 0.111 0.030

---

(3)
C16H20AlBrCl4F7KLiN6O11PS2 as an isolated structure at a distorted geometry, computed with ωB97M-V/def2-TZVPD.

Calculated values
Largest force on an atom, eV/A: 3.53
Highest occupied orbital energy, eV: -6.0543
Lowest unoccupied orbital energy, eV: -3.81
Gap between HOMO and LUMO, eV: 2.24

Element x y z (Å)
C: 0.233373 -2.554345 2.112033
C: 0.610368 -2.999440 0.722596
C: 1.020490 -4.425085 0.524051
N: 0.536124 -2.157598 -0.249814
N: 1.570198 -1.324129 -0.770711
C: 1.915140 -1.998080 -2.011517
N: 3.140021 -2.305575 -2.322009
S: 4.605035 -1.980972 -1.437851
O: 5.297802 -0.904095 -2.047431
O: 5.329383 -3.203360 -1.486683
C: 4.309803 -1.568681 0.365344
F: 3.587003 -2.472445 0.973147
F: 3.824246 -0.344170 0.457797
F: 5.531353 -1.559552 0.852536
N: 0.771807 -2.188506 -2.736307
C: 0.259155 -0.774010 -2.757978
N: 0.915385 0.047284 -3.810673
C: 0.604044 -0.213192 -4.965683
S: 0.517671 -0.627074 -6.463465
C: 0.824988 -0.174841 -1.397552
C: -0.360387 0.234407 -0.544172
O: -0.728629 1.580318 -0.855302
C: -0.632022 2.420116 0.187758
F: 0.625038 2.481306 0.682540
F: -0.947932 3.642060 -0.234477
F: -1.457103 2.110294 1.192716
H: 1.164096 -2.450595 2.695219
H: -0.385464 -3.303423 2.629315
H: -0.238657 -1.575154 2.067811
H: 0.681659 -5.086781 1.316552
H: 0.692092 -4.748989 -0.460564
H: 2.119032 -4.454516 0.521191
H: 3.297490 -2.787098 -3.204673
H: 1.072175 -2.484025 -3.668921
H: -0.824962 -0.754475 -2.844020
H: 1.427790 0.705249 -1.601527
H: -1.240646 -0.370460 -0.753301
H: -0.182387 0.134548 0.524897
F: 1.289873 1.094008 -7.940241
O: -3.337137 -0.886292 -0.455870
P: -3.914999 0.282593 -1.252023
O: -3.982326 1.511798 -0.359935
O: -5.322349 -0.037783 -1.736660
O: -3.016458 0.544978 -2.460026
K: 0.723767 -2.514750 4.731629
C: 7.021671 -5.867844 2.852913
Cl: 8.098348 -5.585171 4.223327
Cl: 6.416300 -4.328146 2.257131
Cl: 7.918486 -6.701397 1.565897
Cl: 5.674732 -6.889624 3.366192
C: -4.593260 3.689636 1.644210
C: -4.204808 5.017833 1.040009
O: -5.259832 5.880391 1.489669
C: -5.789955 5.343853 2.610910
O: -6.563931 5.896315 3.326623
O: -5.320435 4.090942 2.819956
H: -3.739032 3.076294 1.909837
H: -5.251893 3.112813 0.999000
H: -3.255948 5.395899 1.426314
H: -4.159170 4.990410 -0.044883
Li: 0.054890 2.608862 -8.006433
Al: 1.873003 -1.321535 -8.793411
C: -5.223124 4.483706 6.115595
C: -4.323107 3.925829 7.121179
N: -3.617129 3.484341 7.911577
H: -6.246715 4.179606 6.322450
H: -5.167821 5.570134 6.126937
H: -4.941458 4.125457 5.129042
O: 1.816102 4.075021 -9.697505
H: 2.692598 3.690341 -9.593122
Br: 4.166542 -3.503433 4.148838

Force components x, y, z for each atom (eV/Å):
-0.261 -0.293 -0.233
-0.152 -0.077 -0.322
0.310 0.246 0.056
2.044 0.356 1.895
-1.149 -0.208 -1.823
-1.340 -0.169 1.440
-0.753 -0.129 0.222
3.360 -0.740 -0.792
-1.347 1.030 0.055
-1.122 -0.774 0.420
0.051 0.781 0.585
-0.291 0.086 -0.243
-0.246 -0.265 0.080
0.064 -0.269 -0.245
2.592 0.837 -1.634
0.623 1.309 0.757
-1.302 -0.728 -0.431
1.238 -0.677 -0.154
-1.060 0.236 0.928
-1.529 -0.336 -0.111
-0.645 0.040 0.642
0.382 0.122 0.247
-0.235 0.713 -0.684
-0.043 -0.214 0.207
-0.002 -0.102 0.022
0.262 -0.193 0.210
0.220 -0.197 -1.442
-0.071 0.217 -0.291
-0.238 -0.084 0.061
-0.045 -0.091 -0.075
-0.117 -0.151 0.070
-0.010 -0.016 0.093
0.403 -0.034 0.092
-0.868 -0.196 -0.138
-0.043 0.087 0.016
0.473 -0.288 -0.030
0.048 -0.088 -0.008
0.338 0.019 -0.050
-0.272 -0.887 -0.716
-0.072 -0.260 -0.343
0.465 -0.328 -0.242
-0.283 0.361 -0.391
-0.203 0.031 0.569
0.387 -0.012 0.258
0.701 -0.112 1.771
0.004 0.049 -0.059
-0.004 -0.006 -0.008
0.625 -0.316 -0.450
0.013 -0.013 0.002
0.011 0.004 -0.023
0.054 -0.225 -0.120
0.184 -0.038 -0.135
0.019 -0.118 0.079
-0.089 0.051 0.018
0.027 0.003 0.058
0.083 0.179 -0.139
-0.073 -0.034 0.150
-0.006 0.004 0.008
-0.026 0.005 0.044
-0.171 0.106 -0.006
1.807 0.163 -0.998
-0.020 1.649 0.083
0.094 -0.020 0.091
-0.045 0.021 0.019
0.019 -0.024 -0.038
-0.012 0.011 -0.023
-0.023 0.005 -0.015
-0.053 0.003 -0.021
-0.955 -0.523 0.637
-0.040 -0.068 0.101
-1.686 0.583 0.447